Record 1
The following is a DFT calculation (wB97M-V/def2-TZVPD) of 2 unconnected molecules or ions with the total composition C5H14NO.

Geometry (Å):
1 C 2.338 0.402 -1.600
2 C 0.672 -1.298 -2.203
3 N 1.100 -0.382 -1.396
4 H 2.955 0.226 -0.714
5 H 2.055 1.449 -1.691
6 H 2.896 -0.028 -2.424
7 H 1.259 -1.502 -3.084
8 H -0.237 -1.818 -1.938
9 H 0.467 -0.212 -0.548
10 C -0.968 1.513 0.515
11 C -1.374 0.201 1.139
12 C -1.312 0.211 2.660
13 O -0.484 -0.795 0.574
14 H -1.062 1.516 -0.601
15 H 0.066 1.813 0.869
16 H -1.592 2.347 0.904
17 H -2.422 -0.013 0.871
18 H -1.947 0.997 3.059
19 H -0.282 0.302 3.007
20 H -1.675 -0.718 3.122
21 H -0.433 -1.502 1.272

Summary:
highest occupied orbital energy: -14.676 eV
LUMO: -4.401 eV
orbital gap: 0.3776 Ha
net charge: +1
energy relative to the best compared isomer or geometry (same formula, charge and spin): 143.95 kJ/mol

***

Record 2
The following is a DFT calculation (wB97M-V/def2-TZVPD) of 2 unconnected molecules or ions with the total composition C5H14NO.

Geometry (Å):
1 C 1.123 -0.967 -2.913
2 C 0.597 -0.099 -1.766
3 C 0.610 -0.813 -0.404
4 C 0.807 0.164 0.738
5 C -0.310 2.286 1.420
6 N -0.286 1.160 0.803
7 H 1.144 -0.406 -3.845
8 H 0.421 -1.788 -3.084
9 H 2.082 -1.413 -2.666
10 H -0.457 0.107 -1.947
11 H 1.248 0.771 -1.725
12 H 1.367 -1.583 -0.251
13 H -0.310 -1.388 -0.275
14 H 1.700 0.751 0.517
15 H 1.015 -0.185 1.754
16 H -1.044 3.005 1.073
17 H 0.041 2.414 2.437
18 H -1.174 0.955 0.345
19 H -2.422 -2.038 1.719
20 H -2.712 -0.643 2.291
21 O -2.006 -1.199 1.947

Summary:
highest occupied orbital energy: -15.142 eV
LUMO: -5.556 eV
orbital gap: 0.3523 Ha
net charge: +1
energy relative to the best compared isomer or geometry (same formula, charge and spin): 224.10 kJ/mol